{
  "formula": "C33H32Br6N6O2",
  "method": "the ωB97M-V functional and the def2-TZVPD basis",
  "total_charge": 0,
  "smiles": "O=[N+]([O-])c1ccccc1.BrC(Br)Br.BrC(Br)Br.c1ccncc1.c1ccncc1.c1ccncc1.c1ccncc1.c1ccncc1",
  "homo_lumo_gap_ev": 8.21,
  "elements": ["Br", "Br", "Br", "Br", "Br", "Br", "O", "O", "N", "N", "N", "N", "N", "N", "C", "C", "C", "C", "C", "C", "C", "C", "C", "C", "C", "C", "C", "C", "C", "C", "C", "C", "C", "C", "C", "C", "C", "C", "C", "C", "C", "C", "C", "C", "C", "C", "C", "H", "H", "H", "H", "H", "H", "H", "H", "H", "H", "H", "H", "H", "H", "H", "H", "H", "H", "H", "H", "H", "H", "H", "H", "H", "H", "H", "H", "H", "H", "H", "H"],
  "coordinates": [[-1.891, 1.810, 5.523], [-4.809, 0.285, 5.862], [2.781, -5.730, 3.977], [0.227, -4.631, 5.847], [-4.114, 2.269, 3.190], [0.307, -4.224, 2.493], [-3.247, -1.230, -1.133], [-2.748, 0.223, -2.544], [4.260, 1.121, -0.616], [-2.455, -0.694, -1.924], [0.720, 6.684, 1.978], [-3.036, -2.360, 3.154], [-0.232, 2.646, -3.450], [-1.235, 1.101, 0.835], [-0.526, -1.005, -3.570], [0.686, -2.892, -1.839], [-3.569, -4.727, 2.887], [-0.272, 2.052, -5.762], [0.671, -1.668, -3.916], [0.983, 0.742, -0.092], [1.211, -2.630, -3.076], [-2.937, -3.636, 3.577], [5.597, -1.310, -0.437], [-4.282, -4.517, 1.764], [-0.578, -2.300, -1.508], [-3.436, 0.967, 4.628], [-0.874, 2.394, -4.607], [5.091, -0.908, -1.733], [-4.377, -3.230, 1.303], [1.875, 2.457, -4.608], [1.141, -0.408, 0.581], [-0.146, 6.837, 0.942], [0.845, 5.405, 2.397], [4.349, 0.265, -1.731], [-1.138, -1.348, -2.352], [5.445, -0.507, 0.681], [0.862, -5.322, 4.052], [0.183, -0.723, 1.448], [-1.110, 5.862, 0.652], [-0.261, 1.418, -0.058], [-0.105, 4.411, 2.222], [1.105, 2.635, -3.458], [-1.073, 4.632, 1.299], [-3.793, -2.197, 2.091], [-1.009, 0.042, 1.693], [1.139, 2.058, -5.736], [4.811, 0.731, 0.586], [2.021, -3.188, -3.522], [-3.346, -5.702, 3.295], [0.415, -1.533, 2.123], [1.762, 1.238, -0.652], [-1.938, 2.326, -4.435], [3.825, 0.525, -2.639], [-5.027, -2.994, 0.473], [0.335, -6.271, 3.955], [0.025, 3.494, 2.778], [1.640, 2.684, -2.521], [-1.862, -0.282, 2.272], [-2.937, 0.142, 4.119], [-4.064, -1.186, 1.827], [-1.843, 6.018, -0.126], [1.123, -3.590, -1.140], [1.609, 1.856, -6.687], [2.066, -0.960, 0.500], [-0.996, -2.483, -0.529], [-2.302, -3.704, 4.448], [5.990, -2.307, -0.302], [-4.604, -5.309, 1.103], [4.759, 1.527, 1.314], [5.177, -1.630, -2.532], [-0.347, 7.809, 0.517], [-1.839, 3.872, 1.252], [-0.763, 1.923, -6.715], [-1.053, -0.299, -4.195], [-0.318, 2.219, -0.780], [1.205, -1.610, -4.853], [5.687, -0.864, 1.671], [1.629, 5.169, 3.101], [2.936, 2.257, -4.634]]
}



{
  "formula": "C11H17NO2S",
  "method": "the ωB97M-V functional and the def2-TZVPD basis",
  "total_charge": 0,
  "homo_lumo_gap_ev": 7.79,
  "elements": ["S", "O", "O", "N", "C", "C", "C", "C", "C", "C", "C", "C", "C", "C", "C", "H", "H", "H", "H", "H", "H", "H", "H", "H", "H", "H", "H", "H", "H", "H", "H", "H"],
  "coordinates": [[-2.423, -0.688, -0.036], [-1.835, -1.110, 1.526], [0.423, -2.656, 1.353], [-3.552, 0.491, 0.610], [-0.612, 1.659, 0.968], [0.636, 3.662, 0.520], [2.162, -1.338, 0.490], [0.187, 2.031, -1.210], [0.737, 3.295, -0.784], [-0.880, -0.380, -2.171], [1.421, -2.581, 0.703], [-0.041, 2.901, 1.394], [1.852, -3.793, -0.215], [-1.199, 0.117, -0.767], [-0.542, 1.253, -0.313], [-1.073, -1.798, 1.557], [2.853, -4.037, 0.254], [-4.213, 0.039, 1.138], [-1.316, -1.375, -2.151], [-3.029, 1.260, 1.183], [0.016, 3.130, 2.431], [0.226, -0.567, -2.307], [3.284, -1.406, 0.251], [1.549, -0.904, -0.330], [1.119, 3.811, -1.644], [1.212, 4.521, 0.964], [1.167, -4.524, -0.120], [-1.284, 0.274, -2.924], [0.139, 1.831, -2.310], [2.078, -3.422, -1.209], [-1.065, 0.916, 1.703], [2.001, -0.612, 1.448]]
}



{
  "formula": "C30H57ClF2N2O9PS",
  "method": "the ωB97M-V functional and the def2-TZVPD basis",
  "total_charge": 1,
  "homo_lumo_gap_ev": 6.21,
  "elements": ["Cl", "S", "P", "F", "F", "O", "O", "O", "O", "O", "O", "O", "O", "O", "N", "N", "C", "C", "C", "C", "C", "C", "C", "C", "C", "C", "C", "C", "C", "C", "C", "C", "C", "C", "C", "C", "C", "C", "C", "C", "C", "C", "C", "C", "C", "C", "H", "H", "H", "H", "H", "H", "H", "H", "H", "H", "H", "H", "H", "H", "H", "H", "H", "H", "H", "H", "H", "H", "H", "H", "H", "H", "H", "H", "H", "H", "H", "H", "H", "H", "H", "H", "H", "H", "H", "H", "H", "H", "H", "H", "H", "H", "H", "H", "H", "H", "H", "H", "H", "H", "H", "H", "H"],
  "coordinates": [[2.977, 0.039, -1.106], [1.255, 0.771, -3.244], [-0.544, 0.600, 2.247], [-1.783, -0.926, -2.345], [2.681, 0.323, -4.162], [4.193, -1.467, 1.690], [2.242, -2.672, 0.223], [2.193, -3.255, -5.094], [-1.868, -4.237, 2.487], [1.564, 2.304, -3.007], [-0.840, -2.357, -6.583], [-3.369, 1.930, 4.313], [-0.955, 2.278, 2.156], [0.003, 0.713, -4.115], [-0.220, -0.197, 0.699], [1.063, 0.628, 3.110], [2.118, -2.701, -3.873], [-2.756, -4.341, 4.718], [-1.255, -1.189, 0.225], [0.922, 5.759, -0.183], [5.146, -0.383, 1.983], [0.646, -2.380, -3.244], [0.768, 4.095, -0.160], [-0.078, -0.992, -8.410], [-2.818, -0.830, 0.555], [-1.652, 4.319, -1.541], [3.565, -3.213, -0.123], [-4.257, 1.826, 6.544], [-1.515, 5.966, -1.574], [-3.103, 3.885, 5.686], [1.234, -2.904, -0.794], [0.660, -1.716, -1.709], [-0.791, 1.724, -0.949], [2.287, 6.358, 0.525], [-0.200, 6.746, -0.900], [-0.496, 3.333, -0.839], [-1.602, -2.282, 3.859], [4.763, -2.337, 0.642], [1.150, -0.189, -1.588], [-2.493, -3.461, 3.506], [0.345, 0.709, -0.417], [-0.330, -3.479, -8.647], [4.494, 0.758, 3.006], [-0.982, -1.657, -1.345], [-3.995, 2.706, 5.332], [-0.880, -2.217, -8.001], [3.666, -4.337, 0.220], [-1.933, 2.339, 2.445], [5.558, -3.069, 1.119], [3.115, -2.519, -3.280], [-4.890, 0.975, 6.272], [5.302, 1.219, 3.739], [1.663, -3.827, -1.428], [3.818, -3.168, -1.273], [-4.946, 3.070, 4.929], [-0.909, -4.355, -8.334], [-3.564, 4.511, 6.456], [1.152, 1.363, 0.173], [0.336, -3.439, -0.208], [-1.732, 1.579, -0.223], [4.014, 1.621, 2.366], [-1.928, -2.084, -8.288], [0.088, -2.476, -6.320], [-0.477, -0.093, -7.928], [5.342, -1.649, -0.123], [-1.411, -1.665, 2.975], [-1.366, -2.787, -1.393], [-4.753, 2.390, 7.341], [1.364, 1.647, 3.178], [-0.626, -2.623, 4.223], [6.154, -0.772, 2.469], [-3.059, -0.694, 1.708], [0.630, -0.804, 0.924], [-0.088, 7.917, -0.950], [-0.076, -1.851, -3.987], [-3.251, -3.777, 5.514], [-3.444, -3.097, 3.102], [-2.128, 3.544, 6.049], [2.564, 5.819, 1.534], [-3.447, -1.794, 0.234], [-2.913, 4.502, 4.801], [-3.322, 1.412, 6.938], [-1.022, -4.565, 2.836], [-0.103, -0.848, -9.495], [-3.270, 0.046, -0.112], [1.607, 3.472, 0.360], [-2.587, 3.819, -2.053], [-0.362, -3.410, -9.739], [0.152, -3.455, -3.059], [-2.356, 6.598, -2.111], [-1.051, -2.176, 0.870], [0.706, -3.659, -8.338], [-1.821, -4.755, 5.112], [3.194, 6.139, -0.215], [5.471, 0.215, 1.013], [-3.388, -5.192, 4.446], [2.204, 7.534, 0.621], [3.686, 0.214, 3.672], [-2.524, 1.602, 4.662], [1.803, 0.204, 2.485], [-2.063, -1.656, 4.630], [-1.230, 1.540, -2.016], [0.967, -1.083, -8.093]]
}



{
  "formula": "C3H2AgF3NO5S2",
  "method": "the ωB97M-V functional and the def2-TZVPD basis",
  "total_charge": 0,
  "spin_multiplicity": 2,
  "homo_lumo_gap_ev": [9.12, 7.11],
  "elements": ["Ag", "S", "S", "F", "F", "F", "O", "O", "O", "O", "O", "N", "C", "C", "C", "H", "H"],
  "coordinates": [[-1.072, -0.226, -0.808], [0.538, 1.811, -0.612], [1.482, -0.325, 0.968], [3.234, -2.238, 0.495], [2.563, -1.196, -1.266], [3.945, -0.239, 0.097], [-0.034, 3.094, -0.102], [1.521, 2.041, -1.714], [-4.237, -1.576, 1.154], [0.328, -1.070, 0.313], [1.751, -0.734, 2.341], [1.390, 1.210, 0.779], [-3.815, -0.823, 0.413], [2.906, -1.053, 0.005], [-3.233, 0.172, -0.301], [-3.705, 0.268, -1.291], [-3.134, 1.159, 0.307]]
}